{"formula": "C78H195N13O26", "method": "ωB97M-V with the def2-TZVPD basis set", "symbols": ["C", "O", "C", "C", "N", "C", "C", "O", "C", "H", "H", "H", "H", "H", "H", "H", "H", "H", "H", "H", "H", "H", "H", "H", "C", "O", "C", "C", "N", "C", "C", "O", "C", "H", "H", "H", "H", "H", "H", "H", "H", "H", "H", "H", "H", "H", "H", "H", "C", "O", "C", "C", "N", "C", "C", "O", "C", "H", "H", "H", "H", "H", "H", "H", "H", "H", "H", "H", "H", "H", "H", "H", "C", "O", "C", "C", "N", "C", "C", "O", "C", "H", "H", "H", "H", "H", "H", "H", "H", "H", "H", "H", "H", "H", "H", "H", "C", "O", "C", "C", "N", "C", "C", "O", "C", "H", "H", "H", "H", "H", "H", "H", "H", "H", "H", "H", "H", "H", "H", "H", "C", "O", "C", "C", "N", "C", "C", "O", "C", "H", "H", "H", "H", "H", "H", "H", "H", "H", "H", "H", "H", "H", "H", "H", "C", "O", "C", "C", "N", "C", "C", "O", "C", "H", "H", "H", "H", "H", "H", "H", "H", "H", "H", "H", "H", "H", "H", "H", "C", "O", "C", "C", "N", "C", "C", "O", "C", "H", "H", "H", "H", "H", "H", "H", "H", "H", "H", "H", "H", "H", "H", "H", "C", "O", "C", "C", "N", "C", "C", "O", "C", "H", "H", "H", "H", "H", "H", "H", "H", "H", "H", "H", "H", "H", "H", "H", "C", "O", "C", "C", "N", "C", "C", "O", "C", "H", "H", "H", "H", "H", "H", "H", "H", "H", "H", "H", "H", "H", "H", "H", "C", "O", "C", "C", "N", "C", "C", "O", "C", "H", "H", "H", "H", "H", "H", "H", "H", "H", "H", "H", "H", "H", "H", "H", "C", "O", "C", "C", "N", "C", "C", "O", "C", "H", "H", "H", "H", "H", "H", "H", "H", "H", "H", "H", "H", "H", "H", "H", "C", "O", "C", "C", "N", "C", "C", "O", "C", "H", "H", "H", "H", "H", "H", "H", "H", "H", "H", "H", "H", "H", "H", "H"], "coordinates": [[6.304, 1.064, 9.556], [6.552, 1.239, 8.151], [5.305, 1.266, 7.489], [4.607, 2.642, 7.678], [3.306, 2.724, 6.966], [2.204, 2.278, 7.781], [1.758, 3.241, 8.891], [1.132, 4.428, 8.361], [0.781, 5.324, 9.370], [7.277, 0.843, 9.994], [5.512, 0.393, 9.888], [6.059, 2.022, 10.015], [4.766, 0.371, 7.802], [5.569, 1.224, 6.432], [5.271, 3.422, 7.303], [4.449, 2.891, 8.727], [3.132, 3.689, 6.722], [2.413, 1.315, 8.249], [1.343, 2.044, 7.156], [2.649, 3.508, 9.459], [1.010, 2.713, 9.481], [-0.117, 5.064, 9.930], [0.504, 6.190, 8.769], [1.633, 5.742, 9.907], [1.601, 6.589, 0.173], [1.403, 6.135, 1.519], [0.058, 6.437, 2.042], [0.146, 6.076, 3.523], [1.072, 6.858, 4.392], [1.333, 6.105, 5.644], [2.825, 6.372, 6.073], [3.732, 5.623, 5.353], [5.079, 5.987, 5.562], [2.648, 6.358, -0.024], [1.298, 7.631, 0.075], [1.062, 5.982, -0.555], [-0.686, 5.804, 1.560], [-0.259, 7.478, 1.969], [0.364, 5.012, 3.621], [-0.880, 6.119, 3.888], [2.013, 6.782, 4.034], [1.156, 5.030, 5.619], [0.777, 6.436, 6.521], [2.979, 6.023, 7.094], [3.109, 7.424, 6.081], [5.374, 6.262, 6.574], [5.415, 6.756, 4.866], [5.733, 5.138, 5.367], [-0.591, -6.853, -5.200], [-1.093, -7.233, -3.914], [-1.781, -8.432, -3.955], [-2.045, -8.815, -2.504], [-3.064, -8.065, -1.753], [-2.859, -6.618, -1.821], [-3.631, -5.825, -0.801], [-3.074, -6.183, 0.470], [-3.497, -5.380, 1.580], [0.009, -7.635, -5.664], [0.102, -6.012, -5.179], [-1.371, -6.560, -5.903], [-1.203, -9.262, -4.361], [-2.661, -8.369, -4.594], [-1.082, -8.739, -1.998], [-2.232, -9.888, -2.454], [-2.841, -8.177, -0.775], [-3.216, -6.351, -2.815], [-1.836, -6.289, -1.637], [-4.720, -5.870, -0.819], [-3.512, -4.792, -1.127], [-4.506, -5.706, 1.831], [-3.389, -4.296, 1.556], [-2.915, -5.645, 2.463], [3.708, 3.189, 3.280], [4.400, 2.163, 2.449], [3.692, 0.915, 2.678], [4.431, -0.077, 1.757], [4.013, -1.445, 2.023], [4.612, -2.425, 1.068], [4.255, -3.824, 1.559], [5.148, -4.406, 2.548], [4.581, -5.736, 2.810], [4.288, 4.111, 3.299], [3.639, 2.863, 4.318], [2.721, 3.493, 2.934], [2.635, 0.880, 2.412], [3.717, 0.590, 3.718], [5.496, -0.144, 1.979], [4.519, 0.153, 0.695], [4.330, -1.597, 2.970], [5.689, -2.260, 1.017], [4.233, -2.293, 0.055], [4.180, -4.445, 0.666], [3.259, -3.787, 2.002], [4.817, -6.147, 3.792], [4.770, -6.478, 2.034], [3.517, -5.795, 3.038], [-2.000, 1.124, 8.333], [-2.471, 2.268, 7.575], [-2.049, 2.142, 6.220], [-2.154, 3.522, 5.631], [-3.473, 4.091, 5.777], [-4.490, 3.498, 4.866], [-5.853, 4.265, 4.948], [-6.469, 4.135, 6.232], [-6.559, 5.314, 7.003], [-1.931, 0.148, 7.855], [-2.622, 0.985, 9.217], [-0.991, 1.322, 8.696], [-2.696, 1.465, 5.662], [-1.065, 1.677, 6.166], [-1.839, 3.527, 4.588], [-1.585, 4.173, 6.295], [-3.804, 3.799, 6.685], [-4.709, 2.489, 5.214], [-4.262, 3.469, 3.801], [-6.524, 3.792, 4.231], [-5.801, 5.303, 4.622], [-7.033, 5.123, 7.967], [-7.141, 6.020, 6.411], [-5.532, 5.651, 7.141], [3.667, -1.142, -9.847], [2.872, -1.153, -8.621], [3.565, -1.713, -7.479], [2.696, -1.647, -6.235], [1.638, -2.568, -6.409], [0.533, -2.326, -5.459], [-0.795, -3.009, -5.906], [-1.367, -2.168, -6.932], [-2.782, -2.361, -7.167], [3.814, -0.112, -10.172], [3.119, -1.604, -10.668], [4.626, -1.612, -9.632], [4.400, -1.019, -7.382], [3.955, -2.715, -7.659], [2.306, -0.643, -6.072], [3.317, -1.994, -5.408], [1.255, -2.454, -7.336], [0.403, -1.244, -5.467], [0.873, -2.654, -4.476], [-1.462, -3.073, -5.046], [-0.631, -4.018, -6.284], [-3.068, -1.780, -8.044], [-3.456, -2.004, -6.387], [-2.881, -3.424, -7.385], [2.826, -5.176, -3.745], [3.352, -5.313, -2.389], [3.256, -6.595, -1.856], [1.888, -6.777, -1.210], [1.856, -6.308, 0.109], [0.590, -6.608, 0.726], [0.294, -5.624, 1.900], [0.384, -4.298, 1.449], [0.220, -3.229, 2.383], [1.756, -5.232, -3.947], [3.266, -5.882, -4.449], [3.171, -4.239, -4.182], [4.023, -6.729, -1.092], [3.343, -7.398, -2.588], [1.559, -7.798, -1.402], [1.166, -6.176, -1.762], [2.117, -5.333, 0.088], [0.488, -7.637, 1.071], [-0.175, -6.331, 0.000], [0.923, -5.837, 2.765], [-0.714, -5.722, 2.302], [-0.470, -3.538, 3.167], [-0.225, -2.321, 1.975], [1.187, -2.970, 2.815], [-6.037, 0.239, -2.742], [-6.209, -1.026, -3.334], [-5.586, -1.137, -4.661], [-5.816, -2.608, -5.082], [-5.072, -3.301, -4.010], [-5.522, -4.683, -3.938], [-4.965, -5.616, -5.085], [-5.511, -5.410, -6.420], [-4.846, -6.195, -7.384], [-5.035, 0.442, -2.365], [-6.591, 0.322, -1.807], [-6.273, 1.046, -3.435], [-4.521, -0.911, -4.609], [-6.154, -0.536, -5.371], [-5.447, -2.830, -6.083], [-6.905, -2.654, -5.068], [-5.320, -2.798, -3.170], [-6.605, -4.800, -3.907], [-5.163, -5.008, -2.962], [-5.315, -6.585, -4.731], [-3.881, -5.640, -5.192], [-4.213, -5.501, -7.937], [-5.577, -6.614, -8.075], [-4.371, -7.115, -7.045], [6.367, -2.741, -4.497], [5.927, -1.333, -4.499], [6.156, -0.695, -3.248], [5.019, 0.370, -2.975], [5.510, 1.674, -3.423], [5.686, 1.773, -4.847], [5.832, 3.152, -5.549], [6.878, 4.060, -5.145], [6.961, 5.273, -5.939], [6.039, -3.196, -5.431], [5.942, -3.245, -3.628], [7.454, -2.685, -4.448], [7.177, -0.313, -3.220], [5.989, -1.423, -2.454], [4.794, 0.397, -1.909], [4.140, -0.084, -3.433], [4.818, 2.304, -3.044], [4.920, 1.181, -5.347], [6.587, 1.192, -5.044], [4.905, 3.695, -5.365], [5.802, 3.117, -6.638], [6.128, 5.935, -5.705], [6.949, 5.285, -7.029], [7.874, 5.753, -5.587], [-0.317, -1.060, 5.449], [-1.748, -1.075, 5.347], [-2.244, -2.287, 5.749], [-3.757, -2.193, 5.928], [-4.595, -2.142, 4.763], [-4.327, -0.951, 3.904], [-5.326, -0.959, 2.802], [-4.880, -2.030, 1.952], [-5.900, -2.461, 1.042], [0.141, -0.263, 4.863], [0.174, -1.990, 5.163], [0.045, -0.695, 6.410], [-1.823, -2.629, 6.694], [-1.949, -3.110, 5.098], [-4.001, -1.328, 6.545], [-4.013, -3.117, 6.447], [-5.556, -2.400, 4.939], [-3.383, -1.095, 3.377], [-4.326, -0.038, 4.498], [-5.404, -0.066, 2.182], [-6.283, -1.129, 3.295], [-6.801, -2.864, 1.506], [-5.635, -3.285, 0.379], [-6.108, -1.571, 0.449], [-5.408, 2.755, 0.463], [-4.690, 3.505, 1.417], [-4.142, 4.741, 0.951], [-3.234, 4.507, -0.269], [-2.706, 5.807, -0.705], [-3.489, 6.580, -1.677], [-2.732, 7.936, -2.038], [-1.578, 7.597, -2.866], [-1.725, 6.653, -3.935], [-4.698, 2.169, -0.121], [-6.107, 3.188, -0.252], [-5.910, 1.916, 0.945], [-3.495, 5.107, 1.749], [-4.954, 5.455, 0.809], [-3.718, 4.043, -1.128], [-2.321, 3.948, -0.063], [-1.748, 5.846, -1.023], [-4.434, 6.802, -1.180], [-3.903, 5.972, -2.482], [-2.326, 8.355, -1.117], [-3.291, 8.778, -2.444], [-1.716, 5.586, -3.710], [-0.896, 6.740, -4.637], [-2.585, 6.939, -4.540], [2.460, 2.548, -1.163], [2.036, 2.124, -2.464], [0.588, 2.187, -2.649], [0.246, 1.750, -4.082], [0.614, 2.804, -4.993], [0.323, 2.283, -6.330], [0.975, 3.195, -7.417], [2.364, 3.152, -7.547], [2.899, 1.906, -7.957], [2.263, 3.581, -0.878], [3.477, 2.239, -0.923], [1.876, 1.924, -0.486], [0.229, 3.201, -2.472], [0.026, 1.463, -2.060], [-0.838, 1.645, -4.053], [0.645, 0.749, -4.245], [1.606, 2.974, -4.919], [-0.758, 2.204, -6.450], [0.651, 1.251, -6.457], [0.665, 4.223, -7.226], [0.449, 2.879, -8.318], [3.795, 2.076, -8.554], [2.228, 1.419, -8.666], [3.179, 1.266, -7.121], [1.572, -1.492, -1.233], [0.329, -1.510, -1.888], [-0.722, -2.349, -1.438], [-2.096, -1.701, -1.691], [-2.143, -0.383, -1.062], [-2.496, -0.393, 0.395], [-1.980, 0.951, 1.056], [-0.565, 0.836, 1.278], [0.037, 1.994, 1.846], [2.048, -2.455, -1.416], [1.602, -1.247, -0.172], [2.239, -0.735, -1.647], [-0.676, -2.641, -0.388], [-0.559, -3.371, -1.781], [-2.837, -2.357, -1.235], [-2.242, -1.596, -2.766], [-1.203, -0.016, -1.040], [-2.048, -1.312, 0.775], [-3.550, -0.426, 0.671], [-2.495, 1.112, 2.003], [-1.977, 1.814, 0.390], [-0.452, 2.914, 1.524], [1.088, 2.198, 1.640], [-0.010, 2.049, 2.934]], "atomic_forces_ev_per_a": [[1.49, 1.38, 0.20], [-0.81, -0.60, 1.40], [0.50, 1.21, -0.78], [-0.81, -0.36, -0.14], [0.92, -0.21, 0.23], [-0.89, 0.16, 0.26], [-0.38, -0.10, -0.92], [0.99, -1.71, 0.13], [-0.34, 1.81, -1.49], [-0.17, -0.57, 0.05], [0.10, -0.56, -0.64], [-0.24, 0.29, -0.06], [-0.63, 0.18, -0.19], [-0.33, -0.35, -0.13], [0.09, -0.16, -0.22], [0.21, -0.22, 0.31], [0.07, 0.15, -0.32], [0.40, -0.03, 0.15], [-0.18, 0.25, -0.26], [-0.15, 0.17, 0.46], [0.11, 0.00, 0.51], [0.36, -0.41, 0.46], [-0.48, 0.34, 0.17], [0.11, -0.70, 0.72], [0.12, -0.85, 0.79], [-1.66, 0.89, -0.29], [2.03, -0.68, 0.97], [-0.30, -0.15, 0.12], [-0.37, -1.34, 0.27], [1.57, 1.13, 0.96], [-1.23, -0.29, 1.32], [1.06, -0.77, -1.34], [0.80, -0.44, -0.43], [0.10, 0.67, -0.10], [0.37, 0.10, -0.17], [-0.51, -0.06, -0.02], [-0.08, -0.06, -0.14], [0.42, 0.25, -0.48], [0.35, -0.36, -0.27], [-0.09, 0.47, 0.44], [-0.09, 0.34, -1.29], [0.10, -0.24, -0.45], [-0.49, 0.33, -0.26], [-0.59, 0.23, 0.63], [-0.37, 0.37, -0.35], [-0.66, 0.32, 0.35], [-0.24, 0.36, 0.04], [-0.32, -0.35, -0.29], [0.25, 0.00, -0.03], [1.36, 1.27, -1.46], [-0.61, -0.73, 0.93], [0.06, -0.28, 0.28], [0.44, 0.38, 0.43], [-1.07, 0.06, -0.96], [-0.06, -0.03, 0.27], [0.03, 1.39, -0.06], [-0.18, -1.10, 0.49], [-0.17, -0.51, 0.05], [-0.23, 0.17, 0.77], [-0.41, -0.16, 0.04], [0.51, 0.01, -0.25], [-0.48, 0.14, 0.10], [0.45, 0.31, -0.04], [-0.60, -0.02, -0.06], [-0.25, -1.05, 0.38], [0.42, 0.62, -0.04], [0.38, -0.19, -0.46], [-0.32, -0.98, 0.18], [0.76, 0.59, 0.60], [-0.38, 0.54, -0.02], [-0.18, 0.13, -0.92], [0.29, -0.41, -0.20], [1.22, -0.19, -0.37], [-2.71, 0.63, 1.82], [1.67, -0.22, -1.94], [1.16, -0.77, 0.86], [-1.00, -0.13, -1.31], [-0.15, 0.31, 2.08], [0.32, 0.04, -0.24], [-1.72, -1.35, -0.50], [0.05, 0.21, 0.95], [0.29, -0.23, -0.30], [-0.05, -0.27, 0.01], [-0.16, -0.45, -0.39], [-0.15, 0.64, -0.26], [0.44, 0.08, 0.26], [0.52, 1.08, 0.49], [-1.15, 0.26, -0.15], [0.09, -0.75, 0.01], [0.40, -0.27, -0.07], [-0.36, 0.20, 0.14], [0.24, -0.52, 0.05], [-0.18, 0.10, -0.06], [1.56, 0.30, -0.03], [0.28, 0.28, -0.16], [-0.68, 1.01, -0.99], [-0.04, 0.75, 0.68], [0.52, -2.01, 0.34], [-0.41, -0.16, -0.21], [0.31, 0.30, 0.79], [-1.55, -0.20, -1.50], [-1.18, 0.98, 0.91], [0.36, -0.74, 0.23], [-0.09, -0.88, -0.06], [0.66, -0.11, -0.92], [-0.47, 0.22, -0.80], [-0.19, 0.26, -0.10], [0.24, 0.22, 0.01], [-0.28, -0.30, 0.11], [0.40, 0.36, -0.01], [0.19, 0.25, 0.04], [0.92, 0.03, -0.50], [0.05, 0.34, 0.44], [-0.16, -0.38, -0.30], [0.66, 0.10, 0.09], [-0.10, -0.22, -0.06], [0.41, 0.24, 0.27], [-0.02, -0.22, -0.20], [-0.03, 0.52, 0.36], [-0.08, 0.63, 0.32], [-0.69, 0.24, 1.25], [-0.05, -0.83, -0.69], [0.47, 1.89, -0.57], [0.91, -0.45, -0.92], [-1.84, -1.39, 0.11], [0.14, -0.60, -1.12], [0.45, 1.38, 0.10], [-0.62, 0.13, 0.43], [1.32, -0.22, -0.37], [0.21, 0.19, 0.27], [0.05, -0.48, 0.24], [0.02, -0.07, -0.41], [0.53, -0.26, 0.61], [-0.25, -0.20, -0.12], [0.31, 0.48, 0.16], [0.13, 0.46, 0.31], [-0.05, 0.07, -0.27], [-0.63, 0.19, 0.54], [-0.30, 0.00, 0.18], [-0.20, 0.04, 0.10], [0.13, -0.11, -0.14], [0.37, -0.09, -0.19], [0.41, -0.32, 0.55], [-0.72, -0.09, 0.10], [1.11, 0.14, -0.14], [-0.20, 1.03, -2.05], [-1.12, -0.73, 0.36], [0.16, -0.07, -1.83], [0.97, -1.10, 1.88], [-0.72, 2.70, 0.86], [-0.31, -0.45, 0.41], [0.38, 1.11, -1.05], [0.02, -0.99, 0.47], [-0.28, -0.04, 0.98], [0.25, -0.65, 0.35], [-0.08, 0.37, 0.60], [0.14, 0.13, -0.06], [0.44, 0.16, -0.48], [-0.04, -0.32, 0.85], [-0.25, 0.05, -0.85], [-0.49, 0.20, 0.43], [0.13, -0.01, -0.16], [-0.67, -0.57, -0.18], [0.67, 0.20, 0.04], [-0.34, -0.64, -0.23], [-0.03, -0.14, 0.32], [0.17, -0.22, -0.71], [0.07, 0.07, 0.15], [0.51, 0.39, 0.37], [0.54, 0.18, -0.88], [-1.16, -0.62, 0.06], [1.19, 2.15, 1.53], [-1.15, -0.88, -1.78], [1.23, -0.10, -0.70], [-0.98, 0.12, 0.47], [-0.10, -0.03, 1.68], [-0.70, 0.19, -0.69], [0.68, -0.34, -0.44], [-0.75, -0.24, -0.35], [-0.35, 0.10, 0.02], [-0.01, 0.28, 0.02], [0.29, 0.65, 0.09], [0.03, -0.04, 0.18], [-0.24, -0.90, 0.13], [-0.01, -0.23, 0.29], [-0.32, 0.10, -0.21], [0.16, -0.79, -0.21], [0.25, -0.52, -0.20], [0.17, 0.31, 0.45], [0.57, -0.51, -0.15], [-0.33, 0.39, -0.18], [0.56, 0.35, 0.62], [-0.11, 2.18, 0.04], [-0.17, -1.31, -0.18], [-1.60, -0.21, 0.38], [2.61, -0.96, -0.69], [-1.33, 0.49, 1.32], [1.48, -0.20, -0.92], [-1.23, 1.25, 0.67], [0.28, -0.52, -1.11], [-0.29, 0.01, 1.45], [0.00, 0.09, 0.10], [0.04, -0.19, -0.02], [0.11, -0.59, 0.05], [-0.07, 0.32, 0.26], [0.45, -0.36, 0.18], [0.30, 0.24, 0.10], [-0.40, 0.44, -0.60], [0.00, 0.77, -0.41], [-0.48, 0.35, -0.55], [0.27, 0.00, -0.25], [-0.52, 0.12, 0.32], [0.45, -0.86, -0.19], [-0.24, 0.07, 0.38], [0.27, -1.20, -0.21], [-0.05, -0.01, -0.15], [0.25, 1.15, -0.14], [2.10, 1.01, -0.40], [-1.22, -1.06, 0.38], [-0.28, -0.66, 0.28], [1.46, 0.39, -1.42], [-0.32, -1.08, 0.48], [0.02, -0.72, -0.49], [-1.15, -0.98, -0.08], [0.19, 0.72, 0.04], [-0.60, -0.05, -0.91], [-0.26, -0.18, 0.10], [-0.39, -0.74, 0.82], [0.07, 0.38, 0.62], [-0.21, -0.06, -0.73], [0.40, 0.16, 0.66], [-0.21, 0.09, 0.35], [0.05, 0.49, -0.06], [0.38, 0.16, 0.56], [0.06, 0.30, -0.06], [0.13, 0.41, 0.22], [-0.55, -0.31, -0.52], [-0.17, 0.47, 0.57], [0.99, 0.20, 0.09], [-0.63, -0.16, -0.43], [0.83, -1.84, -0.24], [-0.69, 0.43, 0.12], [0.57, -1.34, -0.20], [0.68, 1.75, -0.89], [0.05, 1.21, -0.54], [-0.75, 1.17, 1.33], [0.46, -2.50, -0.40], [0.16, -0.14, 0.37], [-0.25, 1.00, -0.58], [0.35, 0.21, -0.60], [0.00, 0.91, 0.38], [-0.44, 0.46, 0.65], [-0.16, 0.05, 0.11], [0.08, 0.17, -0.44], [-0.38, -0.37, 0.12], [-0.42, -0.48, 0.55], [0.14, -0.66, 0.17], [-0.12, 0.65, 0.30], [0.76, 0.01, -0.88], [0.22, -0.37, 0.10], [-0.53, -0.52, -0.62], [-0.43, 0.01, 0.74], [0.38, 0.50, 0.39], [-0.39, -0.37, 0.05], [-1.13, -1.51, 0.41], [-0.55, 0.61, -0.02], [0.87, -0.79, -0.74], [0.07, 1.31, 2.20], [-0.40, -1.16, -0.89], [1.12, 1.26, -0.39], [-1.80, -0.96, 0.41], [0.38, 0.10, 0.31], [-0.02, 0.24, -0.61], [0.11, 0.26, -0.51], [0.24, 0.35, -0.67], [-0.20, 0.09, 0.55], [-0.02, 0.11, 0.08], [0.46, 0.02, 0.90], [-0.24, -0.02, -0.33], [0.38, -0.10, -0.31], [0.29, 0.02, 0.03], [-0.14, 0.45, -0.20], [0.43, -0.30, -0.07], [0.31, 0.07, 0.10], [0.32, 0.05, -0.69], [0.23, 0.36, 0.23], [-0.29, -0.37, 0.34], [-0.31, -0.13, 0.03], [0.64, -0.64, -0.02], [-0.75, 1.10, -0.09], [0.38, -0.79, 0.86], [1.36, -0.11, 0.11], [-1.02, 0.62, 0.99], [0.81, 1.38, -0.56], [1.30, -1.48, -0.35], [1.21, -0.14, 0.54], [-0.60, 0.69, 0.25], [0.31, -0.25, 0.33], [-0.75, -0.30, 0.36], [-0.39, 0.17, -0.65], [0.39, 0.96, 0.75], [-0.41, -0.16, -1.23], [-0.27, 0.02, -0.28], [-0.32, -0.08, -0.01], [0.28, 0.07, -0.44], [0.18, 0.25, 1.01], [-0.25, -0.19, -0.81], [-0.16, 0.26, 0.04], [-1.32, -0.02, -0.20], [-0.39, 0.14, -0.34], [0.05, -0.93, -0.63], [-0.34, -0.49, 0.36]], "charge": 0, "e_tot_ha": -5756.03225, "homo_ev": -8.42, "relative_energy_kcal_mol": 137.4, "homo_lumo_gap_ev": 8.94}